1.
# C27H45Cl3F5IrN4O6P2Se

A structure of composition C27H45Cl3F5IrN4O6P2Se (ωB97M-V with the def2-TZVPD basis set, OMol25).

Each line ends with the Löwdin charge.
CARTESIAN COORDINATES (ANGSTROEM)
Ir -0.10 1.32 0.43  1.357
C -1.43 0.52 2.80  -0.145
C -2.53 1.29 2.10  -0.134
N -2.13 1.60 0.68  -0.146
C -2.45 3.00 0.28  -0.143
C -1.45 3.94 0.94  -0.116
N -0.06 3.36 0.86  -0.145
C 0.68 3.47 2.16  -0.141
C 0.11 2.47 3.15  -0.112
N -0.12 1.16 2.47  -0.159
H -1.59 0.47 3.87  0.152
H -1.38 -0.50 2.40  0.068
H -3.45 0.70 2.09  0.106
H -2.75 2.23 2.59  0.125
H -2.61 0.95 0.05  0.085
H -2.36 3.05 -0.81  0.110
H -3.47 3.26 0.54  0.150
H -1.48 4.91 0.45  0.148
H -1.69 4.11 1.99  0.123
H 0.47 3.88 0.17  0.129
H 1.72 3.22 1.94  0.105
H 0.64 4.49 2.54  0.149
H 0.78 2.35 4.00  0.150
H -0.85 2.82 3.55  0.122
H 0.64 0.52 2.70  0.120
C 4.02 1.67 -3.22  -0.018
C 3.26 2.42 -2.16  -0.387
C 2.34 3.47 -2.73  -0.028
O 2.40 1.47 -1.40  -0.224
P 2.87 0.62 -0.17  0.467
O 2.04 0.99 1.05  -0.354
C 2.52 -1.09 -0.62  -0.170
P 0.81 -1.67 -0.50  0.491
O -0.07 -0.75 0.34  -0.450
O 0.39 -1.78 -1.99  -0.174
C -0.68 -2.71 -2.51  -0.388
C 0.03 -3.76 -3.33  -0.015
C -1.66 -1.87 -3.28  -0.084
O 0.78 -3.10 0.06  -0.150
C 0.97 -3.66 1.43  -0.352
C 1.95 -2.85 2.24  -0.034
C -0.39 -3.79 2.07  -0.039
O 4.40 0.80 -0.12  -0.161
C 5.35 0.95 1.02  -0.352
C 5.22 2.34 1.59  -0.024
C 5.14 -0.17 2.02  -0.034
H 4.66 2.37 -3.77  0.109
H 3.33 1.21 -3.93  0.089
H 4.67 0.91 -2.79  0.085
H 3.94 2.87 -1.43  0.135
H 1.81 3.08 -3.60  0.067
H 2.91 4.34 -3.05  0.108
H 1.60 3.80 -2.00  0.066
H 3.13 -1.73 0.02  0.077
H 2.85 -1.25 -1.65  0.105
H -1.16 -3.16 -1.64  0.100
H 0.52 -3.31 -4.19  0.098
H -0.70 -4.48 -3.69  0.106
H 0.77 -4.29 -2.74  0.091
H -1.19 -1.46 -4.18  0.050
H -2.05 -1.06 -2.67  0.022
H -2.50 -2.49 -3.59  0.110
H 1.38 -4.64 1.21  0.158
H 1.67 -1.79 2.27  0.066
H 2.97 -2.94 1.86  0.085
H 1.95 -3.22 3.26  0.108
H -0.81 -2.81 2.30  0.050
H -0.29 -4.35 3.01  0.106
H -1.08 -4.33 1.43  0.087
H 6.31 0.82 0.52  0.157
H 4.23 2.48 2.03  0.072
H 5.40 3.10 0.83  0.092
H 5.96 2.48 2.37  0.107
H 4.16 -0.09 2.49  0.078
H 5.89 -0.10 2.80  0.108
H 5.24 -1.14 1.55  0.091
F -8.70 -3.79 0.56  0.210
C -7.46 -3.37 0.51  -0.095
C -6.53 -4.04 -0.28  -0.129
F -6.91 -5.10 -0.97  0.175
C -5.23 -3.59 -0.32  -0.244
F -4.36 -4.24 -1.08  0.106
C -4.82 -2.46 0.41  -0.505
Se -3.07 -1.89 0.37  0.992
C -5.79 -1.80 1.19  -0.242
F -5.45 -0.72 1.89  0.081
C -7.09 -2.24 1.25  -0.131
F -7.99 -1.61 1.99  0.170
Cl -2.85 0.91 -4.29  0.729
C -1.29 1.69 -4.11  -1.598
Cl -1.41 3.43 -4.42  0.695
Cl -0.06 0.94 -5.13  0.713
C -0.86 1.54 -2.71  -0.288
N -0.52 1.46 -1.62  0.100

Calculated values
Orbital gap (spin up / spin down), eV: 7.7654 / 6.4789
<S²>: 0.770
ΔE to the lowest compared entry with this formula, charge and spin, kcal per mole: 8.9
Highest occupied orbital energy (spin up / spin down), Eh: -0.5728 / -0.5861
Net charge: +3
2S+1: 2

2.
# C21H39Ge2MnN2O4PS2

A structure of composition C21H39Ge2MnN2O4PS2 (ωB97M-V with the def2-TZVPD basis set, OMol25).

Each line ends with the Löwdin charge.
CARTESIAN COORDINATES (ANGSTROEM)
Mn 0.07 -0.39 -1.21  0.165
C 3.89 -1.98 1.60  -0.175
C 2.58 -1.97 0.81  -0.394
Ge 2.00 -0.13 0.37  0.829
C 3.43 0.71 -0.75  -0.372
C 4.47 1.48 0.06  -0.172
C 1.86 0.92 2.01  -0.229
C 0.85 1.79 2.02  -0.334
Ge -0.22 1.57 0.37  0.954
C -2.04 0.82 0.59  -0.356
C -3.09 1.80 1.13  -0.159
C -0.08 3.14 -0.84  -0.324
C -0.30 4.51 -0.19  -0.164
C 0.60 2.79 3.07  -0.233
C 1.53 3.06 4.08  -0.034
C 1.26 3.99 5.06  -0.080
C 0.06 4.69 5.06  -0.088
C -0.87 4.44 4.07  -0.072
C -0.59 3.50 3.08  -0.063
H 4.18 -2.99 1.89  0.069
H 3.81 -1.39 2.51  0.060
H 4.71 -1.56 1.01  0.058
H 1.78 -2.46 1.37  0.031
H 2.69 -2.54 -0.11  0.053
H 2.96 1.39 -1.47  0.047
H 3.93 -0.08 -1.33  0.058
H 4.00 2.29 0.62  0.063
H 5.24 1.92 -0.57  0.069
H 4.97 0.84 0.79  0.058
H 2.58 0.86 2.82  0.057
H -1.98 -0.06 1.23  0.055
H -2.36 0.48 -0.40  0.039
H -2.90 2.07 2.16  0.055
H -4.08 1.35 1.09  0.071
H -3.13 2.72 0.53  0.070
H -0.79 2.99 -1.66  0.058
H 0.92 3.11 -1.28  0.062
H -1.30 4.60 0.23  0.058
H -0.18 5.30 -0.93  0.072
H 0.41 4.69 0.62  0.064
H 2.48 2.55 4.09  0.103
H 2.00 4.19 5.83  0.103
H -0.15 5.42 5.83  0.102
H -1.81 4.98 4.04  0.106
H -1.33 3.33 2.30  0.066
N 1.33 -0.45 -2.73  -0.068
N 0.98 0.63 -3.59  0.050
C -0.39 1.01 -3.51  -0.691
O -0.88 1.68 -4.38  0.087
O -0.97 0.61 -2.41  -0.164
H 2.32 -0.41 -2.53  0.075
H 1.08 -1.36 -3.17  -0.028
H 1.33 0.54 -4.54  0.143
C -2.34 -6.38 -2.95  -0.076
C -0.93 -5.98 -2.55  -0.287
O -0.93 -4.90 -1.59  -0.351
P -1.16 -3.38 -2.04  -0.063
S -0.53 -2.41 -0.34  0.442
S -0.38 -2.93 -3.76  0.371
O -2.74 -3.19 -2.14  -0.346
C -3.60 -3.51 -1.03  -0.295
C -4.39 -2.28 -0.63  -0.063
H -2.30 -7.27 -3.58  0.080
H -2.83 -5.58 -3.50  0.075
H -2.93 -6.61 -2.06  0.079
H -0.35 -5.67 -3.42  0.074
H -0.41 -6.79 -2.04  0.119
H -3.01 -3.89 -0.19  0.095
H -4.26 -4.31 -1.37  0.116
H -3.71 -1.50 -0.28  0.051
H -5.08 -2.52 0.17  0.083
H -4.95 -1.90 -1.48  0.086

Calculated values
Orbital gap (spin up / spin down), eV: 8.3377 / 8.5205
<S²>: 0.953
Highest occupied orbital energy (spin up / spin down), Eh: -0.3178 / -0.3179
2S+1: 2

3.
# C26H26Cl2IrN6O3

A structure of composition C26H26Cl2IrN6O3 (ωB97M-V with the def2-TZVPD basis set, OMol25).

Each line ends with the Löwdin charge.
CARTESIAN COORDINATES (ANGSTROEM)
Ir -0.74 1.79 0.05  1.553
Cl 2.30 -1.08 5.57  0.775
C 2.01 -0.35 4.05  -0.655
C 0.73 -0.06 3.68  -0.007
C 0.50 0.55 2.42  -0.202
N -0.70 0.81 1.89  0.000
C -1.90 0.09 2.32  -0.446
O -2.16 -0.08 3.50  0.089
C -2.57 -0.39 1.16  -0.255
C -3.65 -1.32 1.19  -0.003
C -4.17 -1.80 0.03  -0.048
C -3.64 -1.34 -1.22  -0.058
C -2.65 -0.41 -1.21  -0.193
N -2.09 0.07 -0.06  -0.105
C 1.62 0.83 1.55  -0.191
C 2.91 0.51 1.94  -0.041
C 3.11 -0.06 3.19  -0.653
Cl 4.70 -0.43 3.68  0.788
N 1.24 1.42 0.37  -0.042
C 2.12 2.00 -0.51  -0.426
O 3.27 1.67 -0.71  0.124
C 1.49 3.18 -1.20  -0.165
C 2.27 4.09 -1.88  0.045
C 1.66 5.25 -2.36  0.012
C 0.31 5.44 -2.13  0.001
C -0.41 4.47 -1.46  -0.074
N 0.17 3.36 -1.00  -0.067
H -0.11 -0.27 4.33  0.117
H -4.01 -1.62 2.16  0.131
H -4.98 -2.52 0.05  0.115
H -4.04 -1.69 -2.16  0.110
H -2.27 0.02 -2.13  0.112
H 3.75 0.70 1.30  0.113
H 3.32 3.89 -2.01  0.139
H 2.24 5.99 -2.89  0.133
H -0.20 6.33 -2.48  0.129
H -1.47 4.58 -1.30  0.111
C 2.58 -3.35 -1.04  -0.041
C 2.33 -1.85 -0.75  -0.125
N 0.90 -1.55 -0.75  -0.145
C 0.23 -2.33 0.30  -0.119
C 0.42 -3.84 0.06  -0.037
N 1.23 -4.00 -1.20  -0.088
C 0.49 -3.39 -2.36  -0.041
C 0.33 -1.88 -2.05  -0.125
H 3.08 -3.87 -0.22  0.139
H 3.13 -3.53 -1.96  0.140
H 2.82 -1.23 -1.51  0.132
H 2.75 -1.58 0.21  0.115
H -0.82 -2.07 0.30  0.108
H 0.65 -2.05 1.26  0.126
H -0.51 -4.37 -0.09  0.140
H 0.98 -4.34 0.85  0.140
H 1.36 -4.99 -1.38  0.193
H -0.46 -3.92 -2.44  0.139
H 1.08 -3.59 -3.25  0.139
H -0.73 -1.62 -2.04  0.090
H 0.83 -1.29 -2.81  0.135
C -3.61 2.93 0.95  0.016
C -2.70 2.54 -0.16  -0.437
O -2.86 2.58 -1.34  0.126
H -4.47 3.48 0.57  0.109
H -3.06 3.50 1.69  0.103
H -3.93 2.00 1.42  0.103

Calculated values
Orbital gap (spin up / spin down), eV: 5.1419 / 5.6901
<S²>: 8.801
Highest occupied orbital energy (spin up / spin down), Eh: -0.4038 / -0.5216
Net charge: +2
2S+1: 6

4.
# C4H6O2

A cluster of 2 separate species, C4H6O2 in total (ωB97M-V with the def2-TZVPD basis set, OMol25).

Each line ends with the Löwdin charge.
CARTESIAN COORDINATES (ANGSTROEM)
C 0.81 0.99 0.83  0.013
C -0.43 0.71 0.54  -0.096
C -1.68 0.25 0.46  -0.181
O -2.63 0.22 -0.53  0.032
H 1.62 0.35 0.53  0.029
H 0.96 1.81 1.46  0.047
H -2.01 -0.34 1.33  0.129
H -2.33 0.49 -1.35  0.061
C 1.39 -1.12 -0.90  -0.223
O 0.31 -0.74 -1.04  -0.023
H 1.62 -1.98 -0.16  0.115
H 2.36 -0.63 -1.19  0.097

Calculated values
Orbital gap, eV: 9.3374
ΔE to the lowest compared entry with this formula, charge and spin, kcal per mole: 104.7
Highest occupied orbital energy, Eh: -0.3146

Molecular weight, record by record: 1056.15 678.82 733.66 86.09 Da
E_tot, record by record: -6793.9632 -7676.6597 -2584.6822 -306.3394 hartree
Max |F|, record by record: 0.035 0.020 0.012 0.118 hartree/bohr